No. 1
C7H9N5O2 | ωB97M-V/def2-TZVPD

Summary:
Net charge ... 0
SMILES string ... C[C@@H]1N=NN[C@@]1(C(N)=O)c1ncco1
Kohn-Sham gap ... 9.8 eV
Multiplicity ... 1
E_HOMO ... -9.315 eV

Geometry (Å):
C  1.20422  -1.70830  1.18264
C  0.91175  -0.22024  1.23313
N  1.12440  0.20310  2.63039
N  0.24703  1.01554  3.03427
N  -0.69572  1.28866  2.07409
C  -0.43793  0.43081  0.88569
C  -1.64357  -0.45191  0.63548
N  -1.81356  -0.77531  -0.62707
O  -2.40915  -0.77838  1.49971
C  -0.05552  1.51212  -0.28948
N  0.64752  2.58985  -0.20791
C  0.66597  3.08993  -1.46782
C  -0.04241  2.27829  -2.34182
O  -0.44110  1.21531  -1.59763
H  0.90613  -2.18160  2.13841
H  2.30948  -1.74972  1.18430
H  0.77027  -2.16151  0.20777
H  1.72584  0.25529  0.67781
H  -1.58852  1.55766  2.50696
H  -1.23140  -0.38554  -1.38862
H  -2.73424  -1.29407  -0.82131
H  1.33853  4.00441  -1.62581
H  -0.18347  2.16298  -3.39486

Atoms 1-3, force components in eV/Å:
-0.29 -0.52 -0.97
0.46 0.24 1.06
-0.91 1.68 1.15

Here are the Mulliken charges for atoms 1 to 4, given in e: -1.347, -0.098, -0.347, -0.551

No. 2
C7H9NO | ωB97M-V/def2-TZVPD

Summary:
Net charge ... 0
SMILES string ... C=C(CN)c1ccoc1
Kohn-Sham gap ... 9.5 eV
Multiplicity ... 1
E_HOMO ... -8.546 eV

Geometry (Å):
C  1.97124  0.54657  -0.01029
C  0.57261  0.68542  0.23911
C  0.15630  1.44477  1.39428
N  0.04506  0.40732  2.37262
C  -0.40412  -0.25797  -0.56732
C  -0.04507  -0.94108  -1.77848
C  -1.13800  -1.60283  -2.21758
O  -2.12691  -1.44203  -1.33041
C  -1.65604  -0.55914  -0.35501
H  2.39900  -0.06166  -0.74031
H  2.69493  1.19665  0.44342
H  0.78479  2.25783  1.67639
H  -0.82302  1.98015  1.22537
H  -0.73542  -0.17213  2.06160
H  0.96103  -0.17523  2.36388
H  0.86686  -0.87901  -2.22003
H  -1.24423  -2.27411  -3.08257
H  -2.27903  -0.15348  0.52532

Atoms 1-3, force components in eV/Å:
-4.45 1.50 0.89
4.27 -2.21 -4.15
-2.15 0.93 -0.49

Here are the Mulliken charges for atoms 1 to 4, given in e: -1.302, 0.723, -0.807, -0.620

No. 3
C7H9NO2 | ωB97M-V/def2-TZVPD

Summary:
Net charge ... 0
SMILES string ... C=C=C=CC(=O)O.C=NC
Kohn-Sham gap (alpha / beta) ... 8.4 / 8.4 eV
Multiplicity ... 1
E_HOMO (alpha / beta) ... -9.267 / -9.266 eV

Geometry (Å):
C  2.53239  -0.29014  1.53711
C  1.77424  -0.73597  0.51333
C  1.27017  -1.38532  -0.45038
C  0.26386  -1.94938  -1.12415
C  -1.14090  -2.09796  -0.80718
O  -1.93784  -2.68239  -1.50063
O  -1.49293  -1.74753  0.43065
H  3.57730  -0.44223  1.53007
H  1.93739  0.23950  2.35115
H  0.40679  -2.44839  -2.04129
H  -0.94917  -0.99097  0.73929
C  -0.44387  1.27330  -1.26319
N  -0.48766  1.08779  -0.00377
C  -0.98765  2.24316  0.82504
H  -0.83077  2.08416  -1.85555
H  -0.26043  0.32439  -1.77295
H  -0.41851  2.24611  1.78345
H  -0.71452  3.13189  0.13385
H  -2.09789  2.13995  0.97515

Atoms 1-3, force components in eV/Å:
-3.68 0.21 -0.91
2.37 0.27 2.03
-2.35 -0.45 -0.30

Here are the Mulliken charges for atoms 1 to 4, given in e: -0.904, 0.485, 0.601, -0.900

No. 4
C7H9NO2 | ωB97M-V/def2-TZVPD

Summary:
Net charge ... 0
Kohn-Sham gap ... 10.4 eV
Multiplicity ... 1
E_HOMO ... -9.703 eV

Geometry (Å):
C  -0.44641  -2.30018  -1.10100
C  1.54039  0.33073  -0.90192
C  0.89201  -0.69904  1.30402
C  1.67405  0.51635  1.54167
C  -1.83453  -0.13304  -1.39482
C  -1.71702  0.60301  -0.03321
C  0.72673  0.41253  0.29997
N  -1.06220  -1.34830  -1.41715
O  2.54656  -0.34929  -0.89548
O  -0.42863  1.24795  0.17770
H  1.19680  0.91508  -1.89043
H  1.35948  -1.63410  0.95911
H  0.28953  -0.89927  2.17520
H  1.09325  1.04134  2.35705
H  2.78588  0.74011  1.43111
H  -2.85696  -0.45328  -1.49293
H  -1.52323  0.64235  -2.09003
H  -2.40948  1.51501  0.05195
H  -1.82624  -0.14796  0.91918

Atoms 1-3, force components in eV/Å:
-0.66 0.80 -0.59
0.74 -0.65 -2.14
1.11 -1.95 -0.14

Here are the Mulliken charges for atoms 1 to 4, given in e: -0.127, -0.189, -0.702, -0.708

No. 5
C7H9NO2S | ωB97M-V/def2-TZVPD

Summary:
Net charge ... 0
SMILES string ... C=CC1=N[C@@](S)(CC)C(=O)O1
Kohn-Sham gap ... 9.4 eV
Multiplicity ... 1
E_HOMO ... -9.529 eV

Geometry (Å):
C  3.04396  -1.79444  0.71502
C  2.08539  -1.95209  -0.27631
C  0.73576  -1.34233  -0.25592
N  0.14823  -0.82120  0.75334
C  -1.48723  -0.45329  0.10770
S  -2.59546  -1.36441  1.26759
C  -1.85146  1.02371  0.38544
C  -1.33062  2.01198  -0.74982
C  -1.23605  -0.98043  -1.26794
O  -2.01861  -1.04508  -2.17495
O  0.06292  -1.43502  -1.38294
H  4.08511  -2.11226  0.69340
H  3.13566  -1.07946  1.52038
H  2.43879  -2.58111  -1.02238
H  -1.65432  -2.30012  1.52828
H  -2.98556  0.91614  0.51685
H  -1.45405  1.46424  1.33731
H  -1.60671  1.58211  -1.62428
H  -0.31028  2.16577  -0.52153
H  -1.83413  2.94878  -0.66879

Atoms 1-3, force components in eV/Å:
-0.64 1.12 -1.51
2.26 1.25 4.00
0.29 0.38 2.70

Here are the Mulliken charges for atoms 1 to 4, given in e: -0.767, -0.422, 0.844, -0.681

No. 6
C7H9O2P | ωB97M-V/def2-TZVPD

Summary:
Net charge ... 0
SMILES string ... O=[PH2]C(=O)C1=CCCC=C1
Kohn-Sham gap ... 8.8 eV
Multiplicity ... 1
E_HOMO ... -8.941 eV

Geometry (Å):
O  3.06065  -1.11451  1.22418
P  3.02764  -0.49545  -0.09159
C  1.71864  0.82945  -0.38839
O  2.03178  1.93783  -0.67675
C  0.31262  0.35650  0.01232
C  -0.47613  1.19438  0.66812
C  -1.74593  0.70786  1.02676
C  -2.29389  -0.24730  -0.03583
C  -1.33491  -1.25024  -0.52098
C  -0.07561  -0.95135  -0.53593
H  2.86735  -1.39501  -1.08764
H  4.17014  0.20505  -0.58704
H  -0.12207  2.22234  0.80978
H  -1.83022  0.56053  2.07964
H  -2.51289  1.47617  0.82707
H  -2.30794  0.27914  -1.05752
H  -3.44137  -0.56892  0.18713
H  -1.78131  -2.22726  -0.80120
H  0.73345  -1.51922  -1.05209

Atoms 1-3, force components in eV/Å:
0.00 -0.35 1.53
0.84 1.50 -1.02
-1.33 -1.70 1.35

Here are the Mulliken charges for atoms 1 to 4, given in e: -0.568, 0.337, 0.087, -0.465

Number 1: E -696.32102 a.u.. Number 2: E -402.02528 a.u.. Number 3: E -477.21183 a.u.. Number 4: E -477.22354 a.u.. Number 5: E -875.45751 a.u.. Number 6: E -763.86939 a.u..